Below is the molecule C2H3FO2 at a distorted geometry, with properties calculated with ωB97M-V/def2-TZVPD.

Geometry as XYZ:
```
8
Properties=species:S:1:pos:R:3:nbo_charge:R:1
O -1.3798 -0.0359 -1.0188 -0.5420
C -0.5264 0.1216 -0.1845 0.7004
O -0.8681 0.8500 0.8950 -0.6784
C 0.7372 -0.4442 0.0353 -0.0581
F 1.4662 -0.7353 -1.2389 -0.3756
H -1.5840 1.3913 0.4568 0.5051
H 0.9162 -1.5012 0.6620 0.2440
H 1.2387 0.3538 0.3932 0.2044
```

Calculated values
- relative energy (zero: lowest compared OMol25 entry of this formula, charge and spin) (kJ/mol) = 121.16
- LUMO level (eV) = 0.4
- spin multiplicity = 1
- Kohn-Sham gap (Eh) = 0.426

Below is a structure of composition C2H3FORh at a distorted geometry, with properties calculated with ωB97M-V/def2-TZVPD.

Geometry as XYZ:
```
8
Properties=species:S:1:pos:R:3:nbo_charge:R:1
H -0.3277 -0.6430 -1.4483 0.3221
C -0.4184 0.1529 -0.6733 -0.0876
C -0.3263 -0.5099 0.6578 0.4897
O 0.7362 -0.4951 1.2611 -0.4133
H -1.3401 0.7478 -0.7461 0.3131
F 0.6763 1.0151 -0.7985 -0.3303
H -1.1396 -1.1989 0.9399 0.3110
Rh 2.1395 0.9310 0.8074 1.3954
```

Calculated values
- relative energy (zero: lowest compared OMol25 entry of this formula, charge and spin) (kJ/mol) = 0.00
- LUMO level (alpha / beta) (eV) = -11.7 / -16.1
- spin multiplicity = 6
- Kohn-Sham gap (alpha / beta) (Eh) = 0.249 / 0.292
- charge = +2

| no. | E_tot (eV) | molecular weight (g mol⁻¹) |
| --- | --- | --- |
| 1 | -8933.740 | 78.0 |
| 2 | -9866.429 | 164.9 |